# 1
Molecular formula: C26H74N8O13
Method: DFT, ωB97M-V with the def2-TZVPD basis set

Last column: Mulliken charge in e.
Geometry (Å):
1 C 0.332 -0.941 0.035  -1.962
2 O 0.111 -1.066 -1.152  1.331
3 N -0.493 -0.334 0.848  -0.439
4 N 1.335 -1.484 0.647  0.357
5 H -1.302 0.106 0.434  -0.838
6 H -0.108 -0.173 1.768  -0.062
7 H 1.397 -1.369 1.649  1.364
8 H 2.003 -2.019 0.111  -0.088
9 C 2.040 -3.986 0.092  0.892
10 O 2.995 -3.462 0.630  -0.614
11 N 2.172 -4.965 -0.787  -0.355
12 N 0.770 -3.720 0.286  0.238
13 H 1.366 -5.329 -1.275  0.138
14 H 3.028 -5.451 -1.011  0.310
15 H 0.060 -4.180 -0.265  0.572
16 H 0.591 -2.972 0.941  -1.248
17 C 5.904 -1.702 4.383  -0.870
18 O 5.162 -0.928 3.414  -0.390
19 C 4.637 -1.675 2.300  -0.812
20 C 3.726 -0.684 1.463  0.622
21 N 4.506 0.064 0.455  -0.389
22 C 3.643 0.506 -0.665  -1.733
23 C 2.385 1.333 -0.473  2.002
24 O 2.583 2.714 -0.673  -0.567
25 C 2.848 3.543 0.456  -0.981
26 H 6.756 -1.157 4.789  0.287
27 H 6.150 -2.737 4.142  0.347
28 H 5.217 -1.930 5.199  0.304
29 H 4.117 -2.609 2.513  0.354
30 H 5.531 -1.900 1.717  0.368
31 H 3.224 0.066 2.074  0.080
32 H 2.944 -1.351 1.102  0.064
33 H 5.019 0.854 0.818  0.335
34 H 3.303 -0.432 -1.104  0.212
35 H 4.224 0.992 -1.450  0.621
36 H 1.731 1.240 0.395  0.414
37 H 1.587 1.251 -1.211  -0.285
38 H 3.916 3.333 0.522  0.453
39 H 2.425 3.213 1.405  0.522
40 H 2.781 4.621 0.311  0.349
41 C -2.154 0.467 -4.943  -0.690
42 O -0.860 0.074 -4.920  -0.488
43 C -0.652 -1.102 -4.221  1.669
44 C 0.827 -1.348 -4.226  -1.884
45 N 1.302 -2.324 -3.241  0.084
46 C 0.514 -3.518 -3.083  2.088
47 C 0.416 -4.532 -4.266  -0.882
48 O 1.506 -5.460 -4.482  -0.422
49 C 2.795 -4.975 -4.289  -0.457
50 H -2.264 1.176 -5.763  0.289
51 H -2.462 1.044 -4.071  0.332
52 H -2.879 -0.316 -5.165  0.334
53 H -1.080 -1.950 -4.755  0.653
54 H -1.019 -0.969 -3.203  -1.466
55 H 1.494 -0.546 -3.912  0.439
56 H 1.202 -1.586 -5.222  0.407
57 H 1.268 -1.772 -2.396  -0.235
58 H -0.463 -3.284 -2.660  0.150
59 H 0.860 -4.017 -2.178  -2.164
60 H 0.390 -3.990 -5.211  0.367
61 H -0.583 -4.968 -4.255  0.407
62 H 3.136 -4.832 -3.264  -0.018
63 H 2.891 -3.989 -4.745  0.251
64 H 3.527 -5.738 -4.551  0.310
65 C -3.616 6.503 2.914  -0.840
66 O -2.870 5.288 2.620  -0.187
67 C -1.616 5.386 3.243  -0.798
68 C -0.738 4.121 2.935  -0.621
69 N -0.764 3.748 1.452  -0.012
70 C 0.241 2.743 1.075  0.416
71 C 0.360 2.452 -0.394  -0.424
72 O -0.914 1.932 -0.939  -0.274
73 C -0.726 1.340 -2.291  0.017
74 H -4.571 6.328 2.417  0.256
75 H -3.171 7.389 2.461  0.302
76 H -3.727 6.585 3.995  0.340
77 H -1.621 5.512 4.326  0.421
78 H -1.033 6.233 2.882  0.373
79 H -1.138 3.403 3.651  0.242
80 H 0.280 4.292 3.286  0.469
81 H -1.682 3.438 1.168  -0.099
82 H 0.015 1.815 1.598  -0.056
83 H 1.201 3.079 1.467  -0.408
84 H 1.138 1.699 -0.512  -1.314
85 H 0.681 3.363 -0.899  0.746
86 H -0.145 0.418 -2.300  0.476
87 H -0.246 2.132 -2.867  0.617
88 H -1.642 1.105 -2.833  -0.803
89 C -2.609 -2.796 -0.358  -0.724
90 O -3.718 -2.192 -1.007  -0.536
91 C -3.463 -0.903 -1.442  -0.717
92 C -3.107 0.320 -0.559  0.876
93 N -4.312 0.980 -0.048  -0.360
94 C -3.915 2.212 0.724  -0.202
95 C -5.109 3.185 0.915  -0.406
96 O -5.829 2.538 2.035  -0.361
97 C -6.555 3.601 2.711  -0.741
98 H -2.920 -3.841 -0.366  0.346
99 H -2.497 -2.409 0.654  0.339
100 H -1.629 -2.671 -0.818  -0.006
101 H -4.315 -0.488 -1.981  0.584
102 H -2.604 -0.956 -2.110  0.357
103 H -2.578 0.985 -1.241  -0.531
104 H -2.499 0.049 0.305  0.354
105 H -4.857 0.342 0.514  0.278
106 H -3.173 2.748 0.131  0.135
107 H -3.468 1.940 1.680  0.312
108 H -5.705 3.152 0.002  0.367
109 H -4.783 4.196 1.158  0.136
110 H -5.900 4.341 3.170  0.227
111 H -7.046 3.120 3.557  0.307
112 H -7.398 4.020 2.162  0.305
113 O 0.406 -0.271 2.832  -0.435
114 H 0.183 -1.079 3.293  0.277
115 H -0.003 0.422 3.349  0.613
116 O -0.081 -2.461 2.869  -0.809
117 H 0.701 -2.889 2.519  0.927
118 H 0.080 -2.402 3.811  0.406
119 O 1.982 -3.071 2.616  -0.606
120 H 2.597 -3.703 2.989  0.385
121 H 2.103 -3.148 1.670  0.087

Calculated values
- Net charge: 0
- Energy relative to the best compared isomer or geometry (same formula, charge and spin): 17.223 eV
- E_tot: -2450.4447 a.u.
- Spin multiplicity: 1

=====

# 2
Molecular formula: C28H64F3N2O14P2
Method: DFT, ωB97M-V with the def2-TZVPD basis set

Last column: Mulliken charge in e.
Geometry (Å):
1 C -0.798 0.284 -8.599  -0.684
2 C -1.020 1.672 -8.109  0.780
3 O -0.440 2.604 -8.600  -0.690
4 O -1.909 1.785 -7.127  -0.331
5 C -1.630 2.788 -6.128  -0.779
6 C -1.661 2.134 -4.746  -0.045
7 C -2.336 3.001 -3.691  -0.833
8 C -2.558 2.239 -2.383  -0.941
9 C -1.266 1.966 -1.605  -0.066
10 C -1.431 0.828 -0.580  -0.765
11 C -1.416 1.335 0.885  -0.420
12 C -1.046 0.161 1.785  -1.957
13 P -1.006 0.243 3.705  3.094
14 C -1.300 2.241 3.775  -1.128
15 C -2.663 2.818 3.722  -0.503
16 O -3.283 3.144 4.704  -0.529
17 C 0.881 0.710 3.850  -1.895
18 C 1.672 1.141 2.611  0.507
19 C 3.093 1.591 3.054  -1.414
20 C 4.156 0.516 2.805  -0.351
21 N 5.139 0.423 3.874  0.235
22 C 6.448 0.793 3.811  -0.326
23 C 7.073 0.538 5.016  -0.639
24 C 6.068 -0.014 5.870  -0.640
25 C 4.902 -0.058 5.138  -0.423
26 C -1.150 0.280 5.620  -1.244
27 C -1.439 -0.952 6.485  -1.333
28 C -0.248 -1.757 6.957  1.019
29 F -0.284 -1.920 8.318  -0.367
30 F 0.937 -1.177 6.706  -0.303
31 F -0.187 -3.007 6.468  -0.298
32 P -3.296 -0.158 3.546  0.700
33 O -4.085 -0.139 4.824  -0.845
34 C -0.614 -1.675 3.598  1.023
35 C 0.608 -2.118 3.091  -0.252
36 C 0.881 -3.469 2.962  -0.775
37 C -0.072 -4.408 3.320  -0.879
38 N -1.261 -4.042 3.795  -0.803
39 C -1.482 -2.729 3.913  -0.624
40 H -1.747 -0.240 -8.687  0.367
41 H -0.205 -0.285 -7.888  0.275
42 H -0.296 0.344 -9.553  0.011
43 H -2.346 3.603 -6.190  0.398
44 H -0.653 3.226 -6.300  0.364
45 H -2.182 1.181 -4.797  0.193
46 H -0.628 1.969 -4.452  0.087
47 H -3.283 3.381 -4.078  0.499
48 H -1.742 3.887 -3.455  0.324
49 H -3.258 2.770 -1.738  0.263
50 H -3.025 1.286 -2.631  0.438
51 H -0.886 2.881 -1.157  0.494
52 H -0.551 1.622 -2.355  -0.144
53 H -2.417 0.388 -0.745  0.524
54 H -0.705 0.041 -0.719  0.202
55 H -0.709 2.163 0.914  0.400
56 H -2.402 1.764 1.055  -0.280
57 H -1.831 -0.584 1.574  0.824
58 H -0.190 -0.326 1.325  0.434
59 H -0.945 2.607 4.736  0.614
60 H -0.658 2.749 3.054  0.694
61 H -3.155 3.002 2.749  0.350
62 H 1.439 -0.040 4.416  0.051
63 H 0.977 1.583 4.496  0.984
64 H 1.255 1.995 2.085  0.291
65 H 1.852 0.363 1.877  -0.205
66 H 3.371 2.477 2.482  0.312
67 H 3.117 1.888 4.100  0.567
68 H 3.730 -0.474 2.656  0.181
69 H 4.721 0.783 1.917  0.294
70 H 6.951 1.199 2.949  0.331
71 H 8.104 0.703 5.264  0.418
72 H 6.236 -0.316 6.887  0.431
73 H 3.923 -0.400 5.427  0.459
74 H -1.978 0.950 5.847  0.650
75 H -0.303 0.785 6.078  0.541
76 H -2.249 -1.595 6.165  0.347
77 H -1.821 -0.554 7.428  0.555
78 H -3.514 -1.423 2.922  0.115
79 H -3.858 0.632 2.497  0.092
80 H 1.371 -1.428 2.766  -0.239
81 H 1.840 -3.790 2.579  0.430
82 H 0.136 -5.463 3.204  0.418
83 H -2.458 -2.508 4.322  0.439
84 O 0.085 -1.180 -2.672  -0.484
85 H 0.429 -2.081 -2.660  0.238
86 H -0.555 -1.171 -3.391  0.233
87 O 2.022 4.072 -9.272  -0.645
88 H 2.679 3.469 -8.914  0.295
89 H 1.173 3.672 -9.039  0.430
90 O -0.625 -3.251 -0.711  -0.660
91 H -1.417 -2.791 -1.011  0.338
92 H -0.901 -3.731 0.078  0.273
93 O 1.724 0.582 -0.508  -0.457
94 H 1.728 -0.174 -1.105  0.209
95 H 1.465 1.318 -1.075  0.176
96 O -2.527 -4.115 -2.649  -0.684
97 H -1.788 -4.534 -2.185  0.390
98 H -3.307 -4.566 -2.310  0.333
99 O 2.542 2.364 -2.885  -0.562
100 H 2.094 2.739 -3.650  0.281
101 H 3.312 2.925 -2.754  0.285
102 O 1.219 0.183 -11.086  -0.672
103 H 1.276 1.059 -10.684  0.292
104 H 1.659 0.293 -11.937  0.332
105 O -1.908 -4.668 9.401  -0.657
106 H -1.207 -4.078 9.102  0.333
107 H -2.648 -4.079 9.574  0.317
108 O -1.724 -6.748 -3.168  -0.617
109 H -1.727 -7.534 -3.723  0.290
110 H -1.997 -6.027 -3.749  0.329
111 O -0.972 -0.509 -12.910  -0.631
112 H -0.769 -1.172 -13.577  0.310
113 H -0.339 -0.674 -12.198  0.317

Calculated values
- Net charge: -1
- E_tot: -3250.4491 a.u.
- Spin multiplicity: 1

=====

Summary of HOMO level in eV
-8.1 -4.6
(order as listed above)
Summary of HOMO-LUMO gap in eV
8.10 5.80
(order as listed above)